Model w:
C3H8 | the ωB97M-V functional and the def2-TZVPD basis

```
11
Properties=species:S:1:pos:R:3:nbo_charge:R:1
C 0.50 1.21 -0.05 -0.61
C 0.03 -0.11 0.60 -0.39
C -0.55 -1.11 -0.43 -0.61
H -0.35 1.76 -0.47 0.20
H 1.00 1.82 0.72 0.21
H 1.23 1.02 -0.82 0.20
H 0.83 -0.62 1.12 0.19
H -0.71 0.11 1.38 0.19
H -0.69 -2.09 0.03 0.21
H 0.21 -1.28 -1.23 0.20
H -1.50 -0.71 -0.86 0.20
```

Output
HOMO level (eV): -11.483
SMILES: CCC
Molar mass (g mol⁻¹): 44.10
LUMO level (eV): 1.3
Gap between HOMO and LUMO (Ha): 0.4701



Model x:
C3H8 | the ωB97M-V functional and the def2-TZVPD basis

```
11
Properties=species:S:1:pos:R:3:nbo_charge:R:1
C -1.27 -0.27 0.01 -0.61
C -0.04 0.57 -0.01 -0.40
C 1.29 -0.23 0.03 -0.61
H -1.44 -0.53 1.00 0.20
H -2.24 0.26 -0.24 0.21
H -1.27 -1.17 -0.67 0.21
H 0.00 1.10 -0.98 0.19
H -0.02 1.30 0.77 0.20
H 2.19 0.39 -0.01 0.21
H 1.47 -0.84 -0.90 0.20
H 1.42 -0.94 0.85 0.20
```

Output
HOMO level (eV): -11.237
SMILES: CCC
Molar mass (g mol⁻¹): 44.10
LUMO level (eV): 1.3
Gap between HOMO and LUMO (Ha): 0.4606



Last place for stability: model x



Model w:
CH3NO | the ωB97M-V functional and the def2-TZVPD basis

```
6
Properties=species:S:1:pos:R:3:nbo_charge:R:1
C -0.13 -0.42 0.49 0.54
N 0.21 0.51 -0.50 -0.86
O 0.51 -0.89 1.38 -0.57
H -1.16 -0.84 0.33 0.09
H -0.59 0.95 -0.92 0.39
H 1.15 0.70 -0.79 0.41
```

Output
HOMO level (eV): -10.161
SMILES: NC=O
Molar mass (g mol⁻¹): 45.04
LUMO level (eV): 1.0
Gap between HOMO and LUMO (Ha): 0.4093



Model x:
CH3NO | the ωB97M-V functional and the def2-TZVPD basis

```
6
Properties=species:S:1:pos:R:3:nbo_charge:R:1
C 0.26 -0.14 -0.31 0.52
H -1.39 0.13 0.90 0.40
H -1.61 -1.08 -0.33 0.40
H 0.55 -0.73 -1.19 0.11
N -1.05 -0.31 0.04 -0.83
O 1.03 0.59 0.28 -0.60
```

Output
HOMO level (eV): -10.123
SMILES: NC=O
Molar mass (g mol⁻¹): 45.04
LUMO level (eV): 1.0
Gap between HOMO and LUMO (Ha): 0.4070



Model y:
CH3NO | the ωB97M-V functional and the def2-TZVPD basis

```
6
Properties=species:S:1:pos:R:3:nbo_charge:R:1
C -0.32 -0.16 0.54 0.51
H 0.29 0.94 -0.93 0.38
H 1.01 -0.36 -1.04 0.38
H -0.28 -1.26 0.77 0.11
N 0.15 0.12 -0.56 -0.76
O -0.85 0.72 1.22 -0.62
```

Output
HOMO level (eV): -9.870
SMILES: NC=O
Molar mass (g mol⁻¹): 45.04
LUMO level (eV): 0.8
Gap between HOMO and LUMO (Ha): 0.3927



Model z:
CH3NO | the ωB97M-V functional and the def2-TZVPD basis

```
6
Properties=species:S:1:pos:R:3:nbo_charge:R:1
C 0.16 -0.47 -0.31 -0.01
N -0.53 0.76 -0.30 -0.06
O -1.07 -0.33 0.30 -0.32
H 0.14 -1.06 -1.23 0.17
H 1.04 -0.60 0.31 0.18
H 0.25 1.69 1.22 0.04
```

Output
HOMO level (spin up / spin down) (eV): -9.787 / -9.923
Molar mass (g mol⁻¹): 45.04
LUMO level (spin up / spin down) (eV): -0.2 / -0.1
Gap between HOMO and LUMO (spin up / spin down) (Ha): 0.3507 / 0.3605



Last place for stability: model z



Model w:
C17H14F3NO5S | the ωB97M-V functional and the def2-TZVPD basis

```
41
Properties=species:S:1:pos:R:3:nbo_charge:R:1
O -0.10 0.70 -2.01 -0.55
O -0.01 -3.23 2.79 -0.33
O -1.09 0.81 1.73 -0.97
O -0.71 -4.44 1.10 -0.36
F -5.48 -4.92 3.69 -0.32
F -6.26 -4.44 1.70 -0.31
F -6.66 -3.12 3.40 -0.32
O 1.56 0.46 -0.41 -0.50
C 0.31 0.23 -0.95 0.79
C -3.41 -0.90 2.17 -0.21
C 3.60 1.03 -1.59 -0.24
C 1.99 2.75 -1.11 -0.21
C 3.97 3.33 -2.30 -0.23
C -4.53 -1.66 2.41 -0.15
C -3.25 -3.69 2.26 -0.17
C 2.39 1.40 -1.01 0.28
C -2.07 -2.91 2.04 0.10
C -2.16 -1.53 1.95 -0.22
C 4.39 2.00 -2.28 0.01
C 2.76 3.73 -1.74 0.01
C -4.50 -3.07 2.47 -0.13
N -0.86 -3.56 1.97 0.47
S -0.64 -0.56 1.54 1.32
C 5.56 1.46 -3.05 -0.63
C 2.24 5.13 -1.99 -0.63
C -5.74 -3.92 2.81 0.98
C -0.67 -0.72 -0.28 -0.71
H -3.49 0.18 2.11 0.26
H 3.92 -0.01 -1.54 0.22
H 1.04 3.05 -0.75 0.21
H 4.65 4.02 -2.82 0.21
H -5.46 -1.09 2.54 0.24
H -3.24 -4.76 2.29 0.25
H 5.74 2.08 -3.92 0.22
H 5.43 0.44 -3.42 0.22
H 6.48 1.47 -2.45 0.22
H 1.56 5.42 -1.19 0.22
H 3.06 5.87 -1.97 0.22
H 1.75 5.16 -2.97 0.23
H -0.39 -1.73 -0.57 0.26
H -1.68 -0.47 -0.65 0.27
```

Output
HOMO level (eV): -8.998
Molar mass (g mol⁻¹): 401.36
LUMO level (eV): -1.1
Gap between HOMO and LUMO (Ha): 0.2887



Model x:
C17H14F3NO5S | the ωB97M-V functional and the def2-TZVPD basis

```
41
Properties=species:S:1:pos:R:3:nbo_charge:R:1
O 2.54 -1.26 -1.70 -0.53
O 0.86 1.40 4.05 -0.60
O 1.15 -1.29 4.97 -0.83
O -0.52 -2.52 3.85 -0.88
F -2.07 -1.17 6.14 -0.29
F -1.13 0.77 5.85 -0.29
F -2.54 -0.02 4.40 -0.31
O 0.19 1.94 1.91 -0.50
C 1.35 -1.16 -2.00 0.52
C 0.42 1.10 2.96 0.89
C 0.26 -0.72 -6.13 -0.17
C 1.48 -1.28 -5.79 -0.23
C -0.66 -0.33 -5.11 -0.23
C -1.76 -1.93 0.02 -0.22
C 1.83 -1.43 -4.45 -0.15
C -0.30 -0.48 -3.79 -0.19
C -0.86 -1.86 -1.01 -0.17
C -1.45 -1.36 1.25 -0.20
C 0.71 -0.69 0.42 -0.17
C 0.95 -1.04 -3.41 -0.10
C 0.37 -1.21 -0.88 -0.14
C -0.21 -0.73 1.49 0.19
N 0.13 -0.24 2.75 -0.68
C 0.24 4.16 0.93 -0.63
C 0.56 3.32 2.21 -0.07
C -1.52 -0.36 5.22 0.78
S -0.13 -1.15 4.23 2.10
H -0.01 -0.62 -7.17 0.22
H 2.14 -1.59 -6.59 0.22
H -1.64 0.07 -5.31 0.22
H -2.77 -2.38 -0.13 0.23
H 2.78 -1.92 -4.21 0.23
H -1.04 -0.14 -3.05 0.22
H -1.06 -2.40 -1.95 0.23
H -2.17 -1.44 2.07 0.23
H 1.71 -0.25 0.60 0.24
H 0.90 3.86 0.10 0.22
H 0.41 5.23 1.17 0.22
H -0.80 4.07 0.61 0.22
H 1.63 3.38 2.40 0.20
H 0.00 3.67 3.08 0.20
```

Output
HOMO level (eV): -9.618
SMILES: CCOC(=O)N(c1cccc(C(=O)c2ccccc2)c1)S(=O)(=O)C(F)(F)F
Molar mass (g mol⁻¹): 401.36
LUMO level (eV): -0.4
Gap between HOMO and LUMO (Ha): 0.3394



Last place for stability: model w



Model w:
C15H18O2 | the ωB97M-V functional and the def2-TZVPD basis

```
35
Properties=species:S:1:pos:R:3:nbo_charge:R:1
O 0.25 -1.75 1.76 -0.55
O 2.49 1.64 -0.37 -0.42
C 0.15 -0.82 0.97 0.59
C -2.41 -2.31 -1.23 -0.40
C -0.85 2.38 1.63 -0.40
C 3.33 1.07 0.57 0.07
C 1.38 -0.02 0.68 -0.26
C 2.71 0.06 1.23 -0.05
C 1.29 0.95 -0.32 0.38
C -1.20 -1.70 -0.97 0.06
C -1.69 1.67 0.77 -0.19
C 3.23 -0.72 2.38 -0.63
C 0.01 -2.13 -1.81 -0.65
C -2.38 0.90 -1.46 -0.60
C 0.07 1.31 -1.09 -0.47
C -1.11 -0.67 0.14 -0.36
C -1.23 0.80 -0.42 -0.04
H -2.54 -3.06 -2.01 0.20
H -3.27 -2.06 -0.62 0.19
H -1.22 3.04 2.42 0.21
H 0.24 2.35 1.60 0.20
H 4.32 1.38 0.84 0.21
H -2.76 1.75 0.96 0.21
H 3.49 -1.73 2.11 0.23
H 4.15 -0.27 2.78 0.21
H 2.47 -0.73 3.17 0.24
H 0.84 -2.44 -1.16 0.23
H 0.35 -1.31 -2.47 0.21
H -0.24 -2.98 -2.43 0.22
H -2.13 0.44 -2.41 0.22
H -2.55 1.98 -1.71 0.21
H -3.31 0.52 -1.08 0.22
H 0.08 0.93 -2.10 0.23
H -0.03 2.41 -1.20 0.25
H -1.93 -0.86 0.83 0.25
```

Output
HOMO level (eV): -8.718
SMILES: C=C[C@@]1(C)Cc2occ(C)c2C(=O)[C@@H]1C(=C)C
Molar mass (g mol⁻¹): 230.31
LUMO level (eV): 0.8
Gap between HOMO and LUMO (Ha): 0.3482



Model x:
C15H18O2 | the ωB97M-V functional and the def2-TZVPD basis

```
35
Properties=species:S:1:pos:R:3:nbo_charge:R:1
C 4.76 -0.30 1.37 -0.63
C 1.34 -2.29 -0.17 0.27
C 1.16 -0.94 0.09 -0.27
C 2.46 -3.01 0.14 -0.26
C 2.30 -0.28 0.68 -0.18
C 3.57 -2.35 0.62 -0.18
C 3.48 -0.99 0.88 -0.05
O 0.18 -2.99 -0.58 -0.71
H 0.26 -0.38 0.23 0.24
H -0.07 -2.67 -1.45 0.47
H 2.57 -4.07 -0.10 0.23
H 2.15 0.73 1.03 0.21
H 4.56 -2.78 0.78 0.21
H 5.53 -0.45 0.63 0.21
H 5.16 -0.66 2.31 0.22
H 4.65 0.78 1.47 0.21
C -2.21 -0.10 -1.89 -0.43
C -3.00 -1.28 -1.53 -0.63
C -2.23 1.02 -0.86 -0.05
C -2.18 0.82 0.49 -0.19
C -2.12 2.35 -1.31 -0.16
C -2.21 1.84 1.40 -0.29
C -2.08 3.42 -0.43 -0.27
C -2.14 3.13 0.94 0.31
O -2.21 4.22 1.76 -0.68
H -1.20 -0.55 -2.07 0.20
H -2.39 0.35 -2.90 0.21
H -3.44 -1.84 -2.39 0.22
H -2.16 -0.18 0.86 0.21
H -2.02 2.48 -2.38 0.20
H -2.14 1.73 2.48 0.21
H -1.88 4.38 -0.88 0.23
H -1.95 4.03 2.67 0.48
H -3.98 -1.12 -0.97 0.21
H -2.49 -2.04 -0.91 0.22
```

Output
HOMO level (eV): -8.525
SMILES: CCc1ccc(O)cc1.Cc1ccc(O)cc1
Molar mass (g mol⁻¹): 230.31
LUMO level (eV): 0.7
Gap between HOMO and LUMO (Ha): 0.3399



Last place for stability: model w